(1)
{"formula": "C11H18O", "method": "the ωB97M-V functional and the def2-TZVPD basis", "elements": ["H", "H", "O", "C", "C", "C", "C", "C", "H", "H", "H", "H", "C", "H", "H", "H", "H", "H", "C", "C", "H", "C", "H", "H", "H", "H", "C", "H", "H", "C"], "xyz": [[-1.729, 1.657, -1.338], [-2.360, -2.402, 2.638], [3.529, -0.103, 0.785], [-2.063, 0.732, -1.942], [1.564, -0.793, -0.040], [2.583, 1.211, -1.079], [0.414, 0.375, -1.833], [-0.617, -1.165, 2.302], [4.137, 0.663, 0.823], [-2.540, -0.644, 3.119], [3.444, 1.748, -1.293], [-0.086, -1.629, 1.570], [1.430, 1.301, -1.914], [-0.377, -1.347, -0.781], [-2.759, -1.017, 1.402], [0.728, 0.433, 2.195], [-2.762, 0.611, -2.721], [-2.351, 0.013, -1.098], [-0.330, 0.361, 1.981], [2.500, 0.256, -0.094], [-0.134, -1.261, 3.360], [0.400, -0.621, -0.817], [1.579, 2.079, -2.669], [-0.873, 1.012, 2.639], [1.837, -1.613, 0.718], [-0.723, 0.993, -3.619], [-2.078, -1.350, 2.319], [-0.368, 0.850, 1.057], [-1.191, -0.680, -2.995], [-0.802, 0.332, -2.674]], "nbo_charge": [0.215, 0.207, -0.687, -0.607, -0.233, -0.295, -0.073, -0.401, 0.472, 0.204, 0.216, 0.200, -0.186, 0.213, 0.210, 0.204, 0.219, 0.196, -0.615, 0.274, 0.206, -0.190, 0.216, 0.194, 0.241, 0.206, -0.619, 0.212, 0.208, -0.410], "smiles": "CCc1ccc(O)cc1.CCC", "energy_ev": -13743.6946, "de_lowest_kj_mol": 286.7, "lumo_energy_ev": 0.9, "orbital_gap_ev": 9.250}

=====

(2)
{"formula": "C11H19AuNO", "method": "the ωB97M-V functional and the def2-TZVPD basis", "elements": ["N", "O", "H", "H", "H", "C", "C", "H", "H", "C", "H", "H", "C", "C", "H", "H", "H", "H", "H", "H", "C", "C", "H", "C", "H", "H", "C", "H", "C", "Au", "H", "H", "C"], "xyz": [[2.497, -1.469, 0.524], [0.483, 0.919, 0.089], [-1.228, 3.438, 1.442], [1.678, -0.543, -1.287], [0.567, 3.381, -1.098], [-2.435, -2.108, 0.260], [-2.262, -3.128, -1.824], [-1.525, 1.704, 1.556], [-2.128, -3.892, -2.580], [1.136, 2.076, 2.053], [-1.555, 2.491, -0.040], [1.043, 3.001, 2.628], [1.019, 3.298, -0.104], [-1.073, 2.488, 0.940], [2.477, -0.500, 0.863], [1.241, -2.332, -0.984], [-2.623, -2.044, 1.342], [2.100, 3.195, -0.232], [-2.908, -1.352, -3.045], [-3.401, -0.192, -0.679], [-2.101, -3.319, -0.423], [-2.848, -1.137, -0.801], [2.200, 1.882, 1.900], [-2.681, -1.811, -2.067], [4.198, -1.100, -0.731], [3.775, -2.852, -0.501], [1.939, -1.488, -0.771], [0.735, 1.253, 2.647], [3.466, -1.829, -0.445], [-1.221, -0.200, 0.195], [-1.817, -4.258, 0.040], [0.856, 4.258, 0.407], [0.397, 2.168, 0.724]], "nbo_charge": [-0.624, -0.945, 0.194, 0.225, 0.201, -0.456, -0.364, 0.186, 0.204, -0.660, 0.199, 0.187, -0.627, -0.736, 0.383, 0.180, 0.258, 0.194, 0.207, 0.257, -0.117, -0.479, 0.188, -0.135, 0.173, 0.175, -0.244, 0.219, -0.277, 0.421, 0.204, 0.189, 0.220], "s2": 2.027, "energy_ev": -18939.4343, "de_lowest_kj_mol": 49.6, "lumo_energy_ev": [3.6, 1.2], "orbital_gap_ev": [2.970, 6.095], "total_charge": -1, "multiplicity": 3}

=====

(3)
{"formula": "C11H19BFN3O5P", "method": "the ωB97M-V functional and the def2-TZVPD basis", "elements": ["B", "C", "H", "H", "O", "F", "O", "N", "N", "H", "O", "C", "H", "H", "C", "H", "H", "H", "C", "H", "C", "H", "C", "P", "O", "C", "H", "C", "H", "H", "H", "H", "C", "H", "H", "H", "C", "H", "O", "N", "C"], "xyz": [[3.247, -0.378, 0.477], [-3.867, 1.528, -2.347], [-5.205, 1.082, -3.909], [-2.736, 2.533, -1.005], [-4.227, 0.754, -1.527], [-1.696, 0.927, 2.818], [-0.674, -3.266, 1.279], [-2.764, -1.867, 0.516], [3.728, -1.600, 1.000], [2.120, -2.876, 1.545], [4.079, 0.456, -0.263], [1.772, 0.148, 0.738], [-1.248, 1.050, -3.071], [-0.468, -3.211, 0.333], [0.178, 1.776, 1.545], [2.404, 1.992, 1.540], [-0.527, 1.990, -1.739], [-2.478, 3.123, -2.560], [-1.383, 1.395, -2.049], [4.255, 0.100, -1.135], [0.560, -0.652, 0.417], [5.487, -2.508, 1.753], [1.575, 1.351, 1.293], [-1.590, -2.024, 1.774], [-0.246, 2.905, 1.399], [-4.551, 1.897, -3.616], [2.359, -1.502, 2.674], [-0.724, 0.652, 1.954], [-3.676, -2.088, 0.894], [-1.524, 0.560, -1.371], [-5.144, 2.800, -3.449], [3.441, -2.859, 2.650], [5.110, -1.520, 1.526], [5.770, -1.080, 0.794], [-3.831, 2.086, -4.415], [5.124, -0.939, 2.446], [2.840, -2.220, 2.016], [-2.791, -0.895, 0.235], [0.469, -1.357, -0.562], [-2.599, 2.285, -1.990], [-0.566, -0.547, 1.391]], "nbo_charge": [1.055, 0.718, 0.288, 0.461, -0.440, -0.284, -0.969, -1.138, -0.660, 0.217, -0.915, -0.344, 0.239, 0.505, 0.460, 0.255, 0.251, 0.443, -0.420, 0.509, 0.550, 0.203, -0.240, 1.270, -0.498, -0.745, 0.186, 0.380, 0.394, 0.252, 0.280, 0.215, -0.406, 0.221, 0.249, 0.185, -0.428, 0.367, -0.541, -0.581, -0.545], "energy_ev": -39100.0035, "lumo_energy_ev": -3.9, "orbital_gap_ev": 7.384, "total_charge": 1}